(1)
C6H14BBrClO13S3 | ωB97M-V with the def2-TZVPD basis set

- highest occupied orbital energy (eV) = -5.6
- gap between HOMO and LUMO (eV) = 7.8
- spin multiplicity = 1
- total charge = -1

Atoms and positions in Å:
H: 3.02729 -2.55695 2.13522
H: -3.08259 1.02867 1.23563
H: 2.30895 -1.93576 3.82448
C: -2.42250 0.34870 -0.71495
C: -2.89382 1.42413 0.23667
O: 1.41824 -0.20459 3.13812
H: 3.44945 1.96176 -3.93379
O: 0.32497 1.47617 -3.09602
O: -0.74206 -1.18068 2.86881
S: -0.01110 0.21464 2.61402
Cl: 3.19267 -0.55389 0.55329
S: 1.05678 1.00461 -1.73563
O: -4.15141 1.85933 -0.32852
B: 2.67393 -2.34087 0.99267
O: -3.63737 -0.34788 -1.07550
O: 0.80963 1.94388 -0.70515
C: 2.56767 1.38038 -3.67772
H: 2.60419 0.41515 -4.18633
H: -0.21469 -2.95321 3.82641
O: 2.54523 1.15208 -2.26708
H: 1.33975 3.17018 -3.68297
H: 0.94012 2.02524 -4.98850
H: -2.20438 2.26028 0.29991
H: 1.09830 -1.19984 4.91431
O: -5.91549 0.12824 -0.33484
C: 0.23995 -2.20077 3.18673
S: -4.85170 0.66770 -1.11140
O: -0.58770 1.19243 3.47548
Br: 3.73559 -3.70420 -0.22088
O: -5.10043 1.09848 -2.44600
C: 1.34835 -1.43092 3.87492
O: 0.71483 -0.35878 -1.54010
O: 1.26841 -2.48025 0.77456
H: -1.71815 -0.33655 -0.25560
H: 0.90382 -1.63952 0.45274
H: -1.98446 0.77831 -1.61628
H: 0.58746 -2.65674 2.25516
O: 0.09247 0.43642 1.21486
C: 1.26981 2.11460 -3.95676


(2)
C11H19NSi | ωB97M-V with the def2-TZVPD basis set

- highest occupied orbital energy (spin up / spin down) (eV) = -8.2 / -6.0
- gap between HOMO and LUMO (spin up / spin down) (eV) = 8.1 / 6.2
- energy relative to the best compared isomer or geometry (same formula, charge and spin) (kJ/mol) = 584.7
- spin multiplicity = 1

Atoms and positions in Å:
C: -0.31439 3.64411 0.58612
C: -3.98824 -1.16881 -0.53077
H: 2.24397 1.70767 -0.68793
H: 1.96646 -3.53521 0.47187
H: 3.73958 -2.86582 -0.57364
H: 0.93414 2.53331 -1.58958
H: 0.51620 4.25295 0.91141
H: 2.05644 3.46945 -0.43378
C: -2.17936 -1.20786 1.04840
H: -1.09721 3.47688 1.44561
H: 1.35444 -1.98943 0.86085
H: -1.64749 1.08278 -1.38109
H: 1.49502 -1.44709 -1.60800
H: -3.74873 0.14823 -2.12470
C: -3.36980 -0.16309 -1.27644
H: 0.81538 0.13396 2.15756
C: -1.55571 -0.10042 0.37465
C: -3.40431 -1.65136 0.63350
H: -5.00785 -1.65559 -0.64577
C: 2.27528 -2.59396 0.92485
H: 3.96886 -1.30363 0.40513
C: 1.44318 2.41316 -0.63580
H: -3.86459 -2.47517 1.14453
C: 3.22046 -1.89462 -0.18154
H: 3.14709 -0.73557 -1.99476
C: -2.10975 0.29620 -0.83062
N: 0.39694 2.32566 0.37898
H: -1.77510 -1.54745 1.88567
H: -0.89723 3.95094 -0.25509
H: 2.89630 -2.71704 1.79989
Si: -0.02473 0.72747 0.94584
C: 2.51476 -1.11068 -1.22534


(3)
C5H5NO | ωB97M-V with the def2-TZVPD basis set

- highest occupied orbital energy (eV) = -10.3
- gap between HOMO and LUMO (eV) = 11.1
- energy relative to the best compared isomer or geometry (same formula, charge and spin) (kJ/mol) = 345.8
- spin multiplicity = 1

Atoms and positions in Å:
H: 0.30637 -0.51685 -1.56565
O: -0.03172 -0.29092 1.56882
N: 2.60682 0.86951 -0.80527
C: -0.94219 0.86747 -0.25977
H: -1.72772 0.98015 -1.00442
C: -0.06140 -0.32162 -0.55885
C: -1.08063 -0.33604 0.58409
H: -0.55279 1.79323 0.15893
H: 1.37892 -1.47746 0.65388
C: 2.00310 0.44625 0.09076
C: 0.94624 -0.47797 0.54066
H: -1.98242 -0.87860 0.85712


(4)
C45H95N5O5 | ωB97M-V with the def2-TZVPD basis set

- SMILES = CC1(C)CCCC(C)(C)N1O.CC1(C)CCCC(C)(C)N1O.CC1(C)CCCC(C)(C)N1O.CC1(C)CCCC(C)(C)N1O.CC1(C)CCCC(C)(C)N1O
- highest occupied orbital energy (eV) = -7.9
- gap between HOMO and LUMO (eV) = 8.4
- energy relative to the best compared isomer or geometry (same formula, charge and spin) (kJ/mol) = 304.9
- spin multiplicity = 1

Atoms and positions in Å:
H: 1.35910 5.73506 -5.73689
H: 0.03667 1.04526 3.17169
C: -0.41181 3.47063 -6.12106
N: -6.06118 1.02107 5.63130
C: 2.00056 0.50621 6.03107
H: 1.43930 3.47493 -8.94791
H: -6.47053 3.31350 7.06099
O: -3.40885 -0.07785 0.48435
C: 2.40518 -2.05858 4.18755
H: 4.43979 -2.06925 3.29404
H: 2.52291 5.73286 -4.49141
H: -4.28622 -1.10583 3.47453
C: -3.15462 1.66438 5.48260
H: -0.24660 2.08762 -3.71219
H: 0.57015 -0.46331 -1.40923
H: -3.06491 1.38132 -1.42826
H: 4.65638 3.51256 -8.11801
C: 0.41503 1.70039 -4.48704
H: 0.47806 1.75013 0.71467
C: 3.18796 4.52590 -6.10964
H: 1.35750 -6.49501 -2.74002
H: 2.71018 4.70957 -8.92685
O: 1.37710 -5.36689 -4.85037
N: -2.00626 -0.04423 0.53373
H: -1.44949 -3.12530 -0.97627
H: -5.53740 -0.57126 7.66555
H: -0.62460 2.76294 -6.92231
H: -5.83253 2.83430 8.55505
H: -1.80240 2.31667 -2.10032
H: 3.71206 2.11733 -8.48502
C: -5.27905 1.40829 6.90052
C: 2.78010 0.88617 3.71530
H: 2.80018 -0.88900 -4.44026
C: 3.54345 -1.45093 3.34248
O: 1.56964 1.40656 -7.20073
H: 3.03730 0.26547 6.26625
N: 1.95655 2.39586 -6.35865
H: 1.24601 -3.85323 3.95993
C: 2.92789 -2.06910 -2.77525
H: -2.78799 -2.67966 1.37321
H: 0.73824 -1.95453 0.93497
C: 3.99081 -0.02786 3.75914
H: 3.98262 -2.18766 -3.02343
C: -4.10243 2.23743 6.52144
H: 0.03794 -2.87104 -5.79868
H: -6.59543 1.92595 3.24477
C: 0.33923 1.20088 4.20723
C: -1.54467 -2.04260 -1.05870
H: -3.88128 -0.26071 7.32478
C: 1.99826 4.16029 -8.31077
H: 1.32002 -3.03065 -1.64553
H: 1.29139 -3.37090 -6.88414
H: -2.32415 2.36305 5.38122
H: -1.02461 -3.05818 1.63436
H: 3.86238 4.09848 -5.36764
H: -0.48555 0.91883 4.86167
H: 3.00995 1.88840 4.07699
H: 1.92352 1.56228 6.28968
H: 1.21577 -1.69523 -6.39146
H: 4.49765 0.10101 4.71549
H: 1.15773 -1.38464 -3.84464
H: -3.33782 0.99039 3.56333
H: 2.31552 0.99898 2.73575
C: 2.18464 -1.69412 -4.03904
H: 0.42016 -5.29023 -4.84996
C: 2.06846 5.07747 -5.23440
C: -6.24003 2.41585 7.63475
H: 1.35973 1.30715 -4.11154
H: 4.13709 -5.19440 -1.99360
C: 1.98454 -3.26433 3.41600
C: 2.76161 3.42273 -7.06589
C: 0.76092 -0.13297 -0.38815
H: -5.67508 -1.54183 4.50189
O: 0.06486 -1.53116 4.71034
C: 2.33516 -3.25044 -1.97613
H: -3.56318 0.01555 1.42725
N: 1.72510 -4.21843 -4.17399
H: 3.65819 -6.08284 -3.46718
C: 3.70687 -5.10357 -2.99098
H: -3.69466 2.69634 7.42213
H: 2.94187 -3.33572 -1.07462
H: 0.33017 -0.44041 1.53196
C: 2.32143 -4.54577 -2.82882
C: 0.14629 1.23136 -0.18472
H: -1.65313 0.53615 -2.16347
H: 4.38921 -4.40170 -3.47044
H: -4.30013 2.52632 3.80335
H: 3.52290 -2.26034 -6.34027
C: 3.97128 2.79290 -7.66985
H: -4.53577 3.17351 6.16923
H: -1.69946 3.44243 0.42769
C: -1.90563 2.45581 0.84265
O: -7.24306 0.33608 5.90360
H: 1.31735 0.00778 6.71874
H: -0.91881 -1.69690 -1.88143
H: -1.27058 3.64613 -5.47313
C: -4.77691 0.20660 7.73413
H: -4.20367 -1.00702 5.21484
C: -5.27666 0.59656 4.42018
H: -7.20584 1.94852 7.82682
C: 1.09092 -2.71767 -6.03491
H: 0.59034 2.26125 4.18125
C: -1.78360 -2.28376 1.52344
H: 3.52794 -1.64246 6.04904
H: 1.59800 -2.92767 2.45405
H: 3.73001 5.37347 -6.52904
C: -1.34787 -1.33998 0.34864
C: 2.98365 -2.46939 5.59294
C: 3.44513 -3.17380 -5.75066
H: 4.28019 -3.12563 -5.05177
H: 1.83940 -0.06810 -0.24402
C: -4.04506 1.53813 4.18613
C: -4.85876 -0.83337 4.36114
H: -0.22547 4.38125 -6.69040
H: 1.32933 4.93808 -7.94243
H: 4.63086 2.32170 -6.94113
C: -1.98348 1.38485 -1.56457
H: 2.88787 -1.18521 -2.13867
H: 3.48616 -4.05745 -6.38751
H: 2.33725 0.83024 -7.18542
H: 2.13798 -2.63467 6.26050
H: -2.58042 -2.05179 -1.39817
H: 3.21684 -1.28610 2.31571
H: 2.87009 -3.89142 3.31282
C: -1.46172 1.23063 -0.09172
C: 2.13113 -2.97760 -4.96565
H: -4.53969 0.44423 8.77112
H: -0.10791 0.82490 -4.87193
C: 0.84630 2.84227 -5.46102
H: -0.54551 -1.38568 3.98378
N: 1.28580 -1.05243 4.21070
C: 1.60287 0.37322 4.57318
H: -7.14886 0.25497 3.27402
H: 0.60174 4.33450 -3.87937
H: -1.77400 -1.80263 2.50145
C: 1.41308 3.94044 -4.49137
H: 0.57091 1.90405 -0.92989
H: 2.15460 3.56605 -3.78562
H: -5.86483 0.86694 2.21606
H: -2.69537 0.69677 5.68492
H: 3.50687 -3.42168 5.67951
C: 1.43917 -5.60712 -2.11307
H: 0.42473 -5.24242 -1.95181
C: 0.18104 -1.06233 0.64932
H: -7.90215 0.65148 5.28093
H: 4.86436 0.35914 3.23451
H: -1.22483 2.38847 1.69122
H: 1.84100 -5.90985 -1.14612
H: -2.92871 2.44396 1.21852
C: -6.26265 0.88809 3.23065


(5)
C45H56IN6O6PdTe | ωB97M-V with the def2-TZVPD basis set

- highest occupied orbital energy (spin up / spin down) (eV) = -6.8 / -8.0
- gap between HOMO and LUMO (spin up / spin down) (eV) = 6.2 / 6.9
- spin multiplicity = 4
- ⟨S²⟩ = 3.7761

Atoms and positions in Å:
H: 5.80280 -0.40949 0.46912
O: -1.60512 2.39652 1.39620
C: 3.26879 4.20749 0.92902
N: 1.25124 -3.53366 3.36229
H: -1.68562 2.54341 -2.53652
H: 2.00487 -4.77854 1.72099
C: -2.07001 2.15316 0.25558
C: 5.38207 -1.40228 0.54980
H: 1.13801 -4.21201 -1.12469
C: 2.13969 -1.29857 -2.53722
O: 1.86585 -0.60233 0.83840
O: 4.37090 -6.26331 1.07204
N: 1.28733 2.04832 1.64878
H: 0.17710 -4.35148 5.04841
C: 4.27580 -3.93991 0.82185
H: 3.00238 -0.85944 -3.02519
C: -0.69142 -0.52013 5.89560
H: 1.85655 2.27160 -0.20618
C: 2.18645 -2.62311 -2.13038
C: 3.46635 -2.81232 0.88220
C: -3.34189 2.85465 -0.12975
H: -3.07592 0.90635 -8.27697
C: -2.07339 1.32682 -4.29322
O: 3.63448 0.75191 1.15413
H: 3.18384 -3.68371 4.15068
C: 1.10578 -3.18651 -1.47079
H: 1.89933 5.83538 -0.82509
C: 4.01741 -1.55002 0.76323
H: 0.55138 0.93475 -3.87543
C: -0.40151 1.00975 4.08514
H: -1.30128 -2.94902 -3.70707
C: -2.72673 -1.08823 1.57778
H: 1.05733 6.00611 1.44624
C: -0.02953 -1.36851 3.70403
C: 6.18230 -2.53592 0.46113
C: 0.29405 -2.55656 2.81908
C: -3.56443 4.11459 0.42332
C: 2.38836 -2.94160 4.05748
H: 2.13719 -2.58264 5.06392
H: 1.26583 4.71487 2.61516
C: -2.28736 -2.48590 -3.77375
C: 1.78545 4.17976 0.55439
C: -4.69345 4.84304 0.08527
H: 3.07771 -3.21123 -2.31035
H: -0.38095 -2.57196 5.43277
H: -2.91146 -3.11753 -4.40466
Pd: -0.06458 0.52051 1.33568
C: -3.50224 -2.22114 1.33058
C: -5.43349 3.04173 -1.31902
C: 1.57111 4.79494 -0.82397
C: -2.25826 -1.01879 -5.76250
C: 1.02090 0.90153 -2.89080
H: -6.51439 4.87434 -1.05262
H: -3.11612 -2.98111 0.66978
H: -4.56246 -2.19926 1.52460
H: 7.24412 -2.42863 0.27918
H: 3.44207 3.74668 1.90363
H: 0.68037 -2.18159 1.87425
H: -4.84861 5.82538 0.51311
C: 1.00924 -0.50413 -2.35067
C: -2.22241 0.19205 -6.43551
H: 3.85842 3.65394 0.19556
C: -2.14448 1.35345 -5.67982
H: 6.26306 -4.69158 0.56211
C: -0.06593 -0.05368 3.25613
N: 3.71688 -5.21171 0.99534
N: -3.20830 -0.08702 2.35594
H: -0.85512 -2.82882 -0.69396
C: 0.65781 -4.64332 4.10895
H: 2.39926 -2.89489 1.00642
H: 2.76985 -2.09708 3.48303
H: -6.16904 2.61041 -1.98552
O: -1.57060 -0.94760 0.99709
H: -0.10673 4.67043 1.47975
N: -1.34523 1.37974 -0.57374
H: -0.45411 2.02082 3.70043
C: -0.36051 -1.56387 5.04874
H: 0.49332 1.59679 -2.23619
O: 2.33935 -5.31069 0.97140
H: -4.17394 1.33222 -1.41486
C: -0.01389 -2.40877 -1.23448
H: 2.24321 1.65872 1.78086
I: -3.33967 -3.63704 3.68909
Te: -1.97463 -0.21600 -1.49632
C: 3.11019 -0.35551 0.92814
H: -0.98231 1.60539 6.05988
H: 0.51417 4.75624 -1.09499
H: -2.42159 -0.73282 -8.37138
H: -2.57450 0.65309 2.61856
H: 3.63782 5.23449 0.96753
C: -2.19853 -1.10010 -4.37469
H: -2.13492 2.31626 -6.18163
C: -4.29102 2.32499 -0.99720
H: -3.89975 -0.34263 3.04366
H: -1.26720 3.30798 -4.06704
H: 1.00834 2.64856 2.41611
C: -5.62987 4.30855 -0.78917
N: 1.26457 2.80027 0.43113
H: -2.73042 -2.50586 -2.77636
H: 2.14448 4.25703 -1.58407
H: -2.95396 3.15939 -3.59009
H: -1.33507 0.65865 -8.33297
H: -0.63571 -3.08883 2.60726
H: -0.08964 -5.14178 3.49202
H: 1.44497 -5.36187 4.34436
H: -2.35185 -1.93943 -6.32914
C: 5.64787 -3.80431 0.60787
C: 0.94858 4.93068 1.59125
C: -2.07112 0.08648 -3.63760
H: -0.95214 -0.72916 6.92486
H: -2.83403 4.51027 1.11580
C: -2.26926 0.25466 -7.93857
C: -0.71059 0.77766 5.41691
C: -1.98652 2.65212 -3.57347
H: 2.05008 1.24241 -3.00799
C: -0.07184 -1.09237 -1.68742


(6)
CFNO2S2 | ωB97M-V with the def2-TZVPD basis set

- highest occupied orbital energy (spin up / spin down) (eV) = -9.2 / -11.3
- gap between HOMO and LUMO (spin up / spin down) (eV) = 9.5 / 6.6
- energy relative to the best compared isomer or geometry (same formula, charge and spin) (kJ/mol) = 14.6
- spin multiplicity = 3
- ⟨S²⟩ = 2.0253

Atoms and positions in Å:
S: -1.09785 -0.04777 0.31905
S: 1.19029 0.94997 1.00620
N: 2.11050 -0.32218 -1.28796
O: -1.98911 1.06501 0.08501
F: -0.62916 -0.75551 -1.05959
O: -1.43131 -1.11102 1.22806
C: 1.84664 0.22150 -0.29076


(7)
C2H7N4 | ωB97M-V with the def2-TZVPD basis set

- highest occupied orbital energy (eV) = -13.4
- gap between HOMO and LUMO (eV) = 9.3
- energy relative to the best compared isomer or geometry (same formula, charge and spin) (kJ/mol) = 518.5
- spin multiplicity = 1
- total charge = +1

Atoms and positions in Å:
N: 0.79286 0.72386 0.73892
H: -1.71875 0.33891 -0.58372
N: 0.38432 1.10051 -0.33507
H: 0.92045 -1.21277 1.73041
H: -0.77222 -0.04281 -1.92487
H: -0.68691 -0.25123 1.69652
H: 0.43343 -1.85182 -0.45297
N: -0.25384 -1.17658 -0.11313
H: -1.08473 -1.72603 0.30915
C: 0.30127 -0.49007 1.20011
N: 0.85707 2.08588 -1.01023
C: -0.73033 -0.01856 -0.86021
H: 1.55737 2.52072 -0.39491


(8)
C23H44DyN3O2P2 | ωB97M-V with the def2-TZVPD basis set

- highest occupied orbital energy (spin up / spin down) (eV) = -13.5 / -13.6
- gap between HOMO and LUMO (spin up / spin down) (eV) = 7.3 / 7.4
- energy relative to the best compared isomer or geometry (same formula, charge and spin) (kJ/mol) = 0.0
- spin multiplicity = 6
- total charge = +2
- ⟨S²⟩ = 9.3469

Atoms and positions in Å:
P: -0.67156 -1.99748 -1.73664
H: -1.66975 5.11412 2.12681
C: -3.21074 -2.97161 -2.41033
H: -3.27410 4.27162 0.60438
H: -0.95418 -4.19937 1.20461
C: 4.66983 -0.90498 2.68730
H: 0.60270 -3.25649 -0.19586
C: -0.00241 -4.75478 -1.60157
C: -2.97842 3.86357 -0.37331
C: -1.43558 4.17923 2.65212
H: -0.60215 -1.83557 2.91559
H: 3.28172 -2.34581 4.73342
C: -1.92759 -2.38862 -3.01412
H: 0.81408 -2.70056 4.78606
N: 0.63234 0.72824 -1.62782
H: -2.18920 -1.38222 -3.39025
H: -0.93670 -2.53786 -4.94424
H: 2.36721 -0.39465 -1.69564
O: -2.64084 -0.05697 -0.12009
C: -0.31736 -3.52538 -0.74925
H: -0.65031 -3.96402 -3.91564
C: 1.49886 -0.24448 -2.36506
H: -2.00184 -2.91379 0.59140
C: -1.39189 -3.20639 -4.20206
C: 1.25872 2.09641 -1.69072
H: 1.83795 2.40945 0.35464
H: 1.86268 0.21204 -3.30444
H: -0.36582 0.81173 -2.03466
H: -3.47566 4.45408 -1.15612
H: 1.57932 -2.39048 -2.47260
H: 1.26690 1.94787 2.70780
H: 2.32981 1.93412 -1.88654
H: -1.23656 4.44115 3.69995
H: -0.69182 5.81095 -1.41419
O: 5.06594 -0.30002 1.69733
C: 2.66131 -1.95960 3.92957
H: 0.31769 -5.56610 -0.93362
N: 5.49729 -1.31034 3.69987
Dy: -0.43784 -0.09409 0.34780
C: -0.91951 5.40261 -0.41975
H: 0.58374 4.20454 1.87349
C: 3.22200 -1.26229 2.85085
H: 0.00028 5.47777 0.17667
H: 0.86467 2.66859 -2.55362
C: -0.20968 3.46375 2.07734
H: -2.22737 -3.71975 -4.69581
H: -3.06936 -3.98191 -2.00971
H: 6.46805 -1.02906 3.67300
C: 2.38459 -0.83941 1.81646
N: 1.03183 -1.05601 1.86618
C: -2.16980 0.76267 -0.95975
H: -0.41563 1.58984 3.20843
H: 2.75386 -0.31939 0.92338
C: -1.42224 -3.80312 0.29237
C: 1.28566 -2.17391 3.96910
H: -2.32352 3.53263 2.63694
H: -0.88102 -5.11314 -2.15203
C: 1.10824 2.83032 -0.36055
H: 5.15725 -1.71097 4.56107
C: 0.84855 -1.59609 -2.68772
H: 1.34028 3.89969 -0.48241
H: -3.96597 -3.04066 -3.20371
H: -3.62672 -2.33466 -1.62080
P: -0.58196 2.71132 0.41637
H: 0.81668 -4.57176 -2.30628
C: 0.32238 2.39677 3.05155
H: -3.32717 2.82563 -0.45746
C: -1.46304 3.96876 -0.58980
H: -1.67522 6.06166 0.02957
H: -2.62818 1.10229 -1.91677
H: 0.62599 -1.67541 -3.76765
C: 0.48288 -1.70179 2.92830
H: 0.51272 2.86995 4.02771
H: -2.13196 -4.55860 -0.07354
H: -1.25330 3.64626 -1.62528


Question: The highest spin multiplicity belongs to which entry?
Answer: C23H44DyN3O2P2